Entry 1:
A 2-piece molecular cluster, C17H28Cl2FNO2S overall, computed with wB97M-V/def2-TZVPD.

Results
- Max |F|: 2.18 eV/Å
- Multiplicity: 1
- Total charge: 0
- Structure (SMILES): Cc1ccccc1CN([C@@H](Cl)[C@@H](C)Cl)S(=O)(=O)F.CCCCCC
- HOMO-LUMO gap: 9.6 eV

CARTESIAN COORDINATES (ANGSTROEM)
1 C -5.088 -4.156 0.895
2 C -3.887 -4.057 -0.027
3 C -3.588 -5.116 -0.855
4 C -2.500 -5.040 -1.678
5 C -1.708 -3.930 -1.728
6 C -1.996 -2.867 -0.907
7 C -3.078 -2.943 -0.061
8 C -3.360 -1.763 0.883
9 N -2.233 -0.794 0.908
10 C -1.547 -0.951 2.221
11 Cl -0.845 -2.599 2.342
12 C -0.404 0.067 2.465
13 C 0.390 -0.303 3.730
14 Cl 0.752 -0.075 1.084
15 S -2.773 0.761 0.689
16 O -1.719 1.613 0.304
17 O -3.901 0.793 -0.162
18 F -3.220 1.195 2.146
19 H -6.001 -4.392 0.345
20 H -4.920 -4.972 1.607
21 H -5.216 -3.247 1.480
22 H -4.195 -6.014 -0.836
23 H -2.243 -5.882 -2.317
24 H -0.839 -3.854 -2.371
25 H -1.372 -1.983 -0.929
26 H -3.543 -2.198 1.870
27 H -4.308 -1.326 0.561
28 H -2.253 -0.870 3.052
29 H -0.755 1.090 2.570
30 H -0.254 -0.603 4.560
31 H 1.140 -1.061 3.520
32 H 0.947 0.596 4.012
33 C 5.428 3.868 -3.109
34 C 5.065 4.087 -1.644
35 C 4.670 2.802 -0.917
36 C 3.424 2.105 -1.468
37 C 2.158 2.960 -1.488
38 C 1.707 3.404 -0.101
39 H 4.583 3.482 -3.681
40 H 5.736 4.808 -3.570
41 H 6.257 3.162 -3.203
42 H 4.264 4.828 -1.571
43 H 5.928 4.521 -1.131
44 H 4.522 3.028 0.143
45 H 5.507 2.099 -0.960
46 H 3.237 1.209 -0.867
47 H 3.625 1.748 -2.483
48 H 1.355 2.377 -1.946
49 H 2.300 3.837 -2.127
50 H 1.519 2.540 0.537
51 H 0.782 3.980 -0.170
52 H 2.453 4.037 0.384

Forces on atoms 1 to 2 (eV/Å):
0.498 -0.225 0.123
-1.041 -0.130 0.510


Entry 2:
One molecule with the formula C5H8N2, computed with wB97M-V/def2-TZVPD.

Results
- Max |F|: 1.20 eV/Å
- Multiplicity: 1
- Total charge: 0
- Structure (SMILES): C[C@H]1CN1CC#N
- HOMO-LUMO gap: 10.9 eV

CARTESIAN COORDINATES (ANGSTROEM)
1 C -1.776 -0.954 0.175
2 C -0.719 0.018 -0.289
3 C -0.536 1.396 0.245
4 N 0.379 0.324 0.614
5 C 1.662 0.351 -0.063
6 C 2.258 -0.998 -0.090
7 N 2.712 -2.059 -0.180
8 H -2.034 -0.805 1.231
9 H -1.421 -1.985 0.062
10 H -2.690 -0.837 -0.417
11 H -0.402 -0.086 -1.323
12 H -0.221 2.156 -0.473
13 H -1.116 1.787 1.081
14 H 1.548 0.666 -1.105
15 H 2.346 1.020 0.482

Forces on atoms 1 to 2 (eV/Å):
-0.048 0.013 0.028
-0.389 -0.118 0.454


Which formula does entry 2 have? C5H8N2


Repeat the first record exactly.
A 2-piece molecular cluster, C17H28Cl2FNO2S overall, computed with wB97M-V/def2-TZVPD.

Results
- Max |F|: 2.18 eV/Å
- Multiplicity: 1
- Total charge: 0
- Structure (SMILES): Cc1ccccc1CN([C@@H](Cl)[C@@H](C)Cl)S(=O)(=O)F.CCCCCC
- HOMO-LUMO gap: 9.6 eV

CARTESIAN COORDINATES (ANGSTROEM)
1 C -5.088 -4.156 0.895
2 C -3.887 -4.057 -0.027
3 C -3.588 -5.116 -0.855
4 C -2.500 -5.040 -1.678
5 C -1.708 -3.930 -1.728
6 C -1.996 -2.867 -0.907
7 C -3.078 -2.943 -0.061
8 C -3.360 -1.763 0.883
9 N -2.233 -0.794 0.908
10 C -1.547 -0.951 2.221
11 Cl -0.845 -2.599 2.342
12 C -0.404 0.067 2.465
13 C 0.390 -0.303 3.730
14 Cl 0.752 -0.075 1.084
15 S -2.773 0.761 0.689
16 O -1.719 1.613 0.304
17 O -3.901 0.793 -0.162
18 F -3.220 1.195 2.146
19 H -6.001 -4.392 0.345
20 H -4.920 -4.972 1.607
21 H -5.216 -3.247 1.480
22 H -4.195 -6.014 -0.836
23 H -2.243 -5.882 -2.317
24 H -0.839 -3.854 -2.371
25 H -1.372 -1.983 -0.929
26 H -3.543 -2.198 1.870
27 H -4.308 -1.326 0.561
28 H -2.253 -0.870 3.052
29 H -0.755 1.090 2.570
30 H -0.254 -0.603 4.560
31 H 1.140 -1.061 3.520
32 H 0.947 0.596 4.012
33 C 5.428 3.868 -3.109
34 C 5.065 4.087 -1.644
35 C 4.670 2.802 -0.917
36 C 3.424 2.105 -1.468
37 C 2.158 2.960 -1.488
38 C 1.707 3.404 -0.101
39 H 4.583 3.482 -3.681
40 H 5.736 4.808 -3.570
41 H 6.257 3.162 -3.203
42 H 4.264 4.828 -1.571
43 H 5.928 4.521 -1.131
44 H 4.522 3.028 0.143
45 H 5.507 2.099 -0.960
46 H 3.237 1.209 -0.867
47 H 3.625 1.748 -2.483
48 H 1.355 2.377 -1.946
49 H 2.300 3.837 -2.127
50 H 1.519 2.540 0.537
51 H 0.782 3.980 -0.170
52 H 2.453 4.037 0.384

Forces on atoms 1 to 2 (eV/Å):
0.498 -0.225 0.123
-1.041 -0.130 0.510


The highest HOMO-LUMO gap belongs to which entry? C5H8N2


Which formula does entry 1 have? C17H28Cl2FNO2S